No. 1
C22H20FN2O4Pt as an isolated structure, computed with wB97M-V/def2-TZVPD.

As for the charge: +1. As for the total energy: -1479.77574 Ha. As for the multiplicity: 1.

CARTESIAN COORDINATES (ANGSTROEM)
Pt -0.4607 -0.2660 -0.4410
F 6.2263 -0.6104 -1.3350
O -1.0374 1.5261 1.3485
O -1.1468 1.2853 -1.3710
O -1.1608 2.9209 -2.8454
O 1.4110 0.3383 -0.8212
N -0.3438 -2.1084 0.4054
N 2.5220 2.0934 -4.3375
C 0.2722 -6.8353 0.9744
C -0.1918 -4.5146 1.3190
C 3.4707 1.3929 -3.5945
C 1.7103 0.9061 -1.9357
C -1.4603 1.6385 2.7094
C -0.5729 2.0093 -2.3141
C -0.4972 -4.7456 2.6602
C 3.2429 4.2543 -5.2733
C 0.1914 -5.5509 0.4678
C 4.8018 1.2799 -4.0530
C 4.0180 2.0438 -6.2841
C 5.7016 0.5999 -3.2684
C -0.0288 -7.0732 2.3097
C 5.2183 1.8903 -5.3633
C 5.3040 0.0361 -2.0557
C 0.8261 1.6650 -2.7123
C 4.0220 0.1133 -1.6001
C -0.4129 -6.0359 3.1504
C -0.2737 -3.1810 0.8037
C 2.9003 2.8054 -5.5917
C 1.2858 2.2290 -3.8855
C 3.0824 0.8032 -2.3817
H 4.2926 2.5813 -7.1912
H -2.5397 1.7743 2.7819
H 0.0369 -8.0801 2.7000
H 3.7258 -0.3403 -0.6662
H 3.5518 4.7691 -6.1830
H -1.4898 2.1778 0.8010
H 0.5682 -7.6503 0.3291
H 2.0111 2.7743 -6.2212
H -0.6465 -6.2333 4.1873
H 5.9818 1.2674 -5.8283
H -0.7945 -3.9256 3.2993
H 2.3780 4.7777 -4.8655
H 6.7319 0.4919 -3.5835
H -1.1856 0.7116 3.2075
H 0.6072 2.8328 -4.4756
H 3.6513 1.0594 -6.5837
H 0.4201 -5.3461 -0.5690
H -0.9539 2.4681 3.2042
H 5.6809 2.8637 -5.1808
H 4.0510 4.3234 -4.5445

Atom charges from the Mulliken analysis, given in e for atoms 1 to 5: 1.0712 -0.3378 -0.4394 -0.6918 -0.6281

=====

No. 2
An isolated molecule of C5H6O in a non-equilibrium geometry, computed with wB97M-V/def2-TZVPD.

As for the SMILES: C#C[C@@H]1O[C@@H]1C. As for the charge: 0. The calculation puts the energy relative to the best compared isomer or geometry (same formula, charge and spin) at 86.98 kcal/mol. As for the multiplicity: 1.

CARTESIAN COORDINATES (ANGSTROEM)
O -0.0206 1.5941 -0.0108
C -0.0563 0.4316 0.7921
C -0.9000 0.6043 -0.4817
C -1.0340 -1.3329 -2.2273
C -0.8002 -0.3580 -1.5562
C 1.3808 0.0103 1.1809
H 1.5499 0.3877 2.2052
H -1.2065 -2.2060 -2.8175
H 2.1105 0.5309 0.5508
H -0.7367 0.3482 1.6365
H -1.9154 1.0437 -0.4746
H 1.6284 -1.0538 1.2025

Atom charges from the Mulliken analysis, given in e for atoms 1 to 5: -0.4187 0.0894 0.0881 -0.1636 -0.4276

=====

> Look up the charge of the second one.

0